{"formula": "C18H19N3OS", "method": "ωB97M-V/def2-TZVPD", "e_tot_ev": -36314.41161, "orbital_gap_ha": 0.29053, "max_force_ev_per_a": 16.3, "homo_energy_ev": -8.224, "species": ["C", "N", "C", "C", "C", "C", "C", "N", "C", "C", "C", "H", "H", "H", "H", "S", "C", "C", "O", "C", "C", "C", "C", "C", "C", "H", "H", "H", "H", "H", "H", "H", "H", "H", "C", "N", "H", "H", "H", "H", "H", "H"], "positions_angstrom": [[-4.79, -0.35, 0.08], [-3.38, 0.06, 0.46], [-2.47, -0.97, 0.53], [-1.18, -0.67, 0.91], [-0.27, -1.76, 1.18], [0.95, -1.27, 1.67], [1.22, 0.06, 1.66], [0.39, 1.10, 1.01], [-0.88, 0.71, 0.76], [-1.76, 1.70, 0.44], [-3.02, 1.33, -0.31], [-3.83, 1.98, -0.62], [-2.58, 0.58, -1.43], [-1.27, 2.60, -0.10], [-2.20, 2.21, 1.22], [2.87, 0.70, 1.93], [2.98, 2.23, 1.11], [2.56, 2.33, -0.35], [3.35, 1.44, -1.18], [2.52, 0.21, -1.21], [1.19, 0.12, -1.87], [0.49, -0.99, -1.82], [1.28, -2.16, -1.68], [2.54, -2.19, -1.15], [3.23, -0.86, -1.36], [4.34, -0.96, -0.79], [3.15, -3.34, -1.14], [0.82, -3.06, -1.92], [-0.49, -1.14, -2.21], [0.73, 1.00, -1.91], [1.52, 2.42, -0.59], [2.91, 3.29, -1.01], [2.27, 3.06, 1.62], [3.94, 2.61, 1.20], [1.95, -2.19, 1.99], [2.81, -2.70, 2.32], [-0.53, -2.62, 1.23], [-3.02, -1.73, 1.58], [-2.59, -1.57, -0.39], [-5.63, 0.64, 0.10], [-5.15, -1.18, 0.83], [-4.95, -0.70, -0.78]], "mulliken_charge": [-1.0893, -0.0019, -0.7890, 1.0946, -2.2049, 0.4383, 0.4312, -0.2626, 0.1839, -0.3014, -0.8309, 0.5140, 0.1373, 0.2464, 0.2775, -0.2377, -0.4409, -0.3828, -0.4459, 0.5681, -1.0954, -0.1582, -0.5721, -0.4802, -0.0528, 0.1612, 0.2233, 0.4528, 0.5984, 0.6135, 0.1157, 0.3386, 0.2575, 0.5269, -0.2421, -0.4006, 1.2750, 0.3098, 0.1311, 0.2382, 0.2675, 0.5879]}



{"formula": "C19H26FeNO2", "method": "ωB97M-V/def2-TZVPD", "spin_multiplicity": 5, "e_tot_ev": -60083.33691, "orbital_gap_ha": [0.21259, 0.21779], "max_force_ev_per_a": 6.3, "charge": 1, "homo_energy_ev": [-8.356, -11.565], "species": ["C", "C", "C", "Fe", "C", "O", "C", "O", "C", "C", "C", "C", "C", "H", "H", "H", "H", "H", "H", "H", "H", "H", "H", "H", "C", "C", "C", "C", "N", "C", "C", "C", "C", "C", "H", "H", "H", "H", "H", "H", "H", "H", "H", "H", "H", "H", "H", "H", "H"], "positions_angstrom": [[0.59, -0.53, -2.34], [0.02, -0.29, -0.97], [0.29, -1.39, -0.01], [0.38, -3.69, 0.13], [1.52, -3.48, 1.64], [2.44, -3.22, 2.32], [1.81, -3.60, -0.97], [2.78, -3.31, -1.58], [-1.30, -4.35, 1.06], [-0.31, -5.39, 0.88], [-0.07, -5.51, -0.55], [-0.88, -4.53, -1.21], [-1.63, -3.84, -0.23], [0.39, 0.23, -3.12], [1.69, -0.67, -2.26], [0.17, -1.54, -2.66], [-0.96, 0.23, -0.95], [1.34, -1.34, 0.36], [-0.44, -1.40, 0.83], [-1.74, -4.04, 2.01], [0.12, -6.03, 1.68], [0.56, -6.27, -1.02], [-0.97, -4.40, -2.28], [-2.39, -3.09, -0.44], [2.31, 3.40, -1.37], [2.35, 1.85, -1.14], [1.05, 1.52, -0.44], [0.38, 2.70, -0.11], [-0.66, 2.81, 0.73], [-1.36, 4.06, 0.95], [-2.56, 3.71, 1.84], [-2.46, 2.22, 2.17], [-1.25, 1.66, 1.41], [1.04, 3.93, -0.70], [3.21, 3.89, -0.98], [2.27, 3.61, -2.44], [2.50, 1.32, -2.10], [3.20, 1.58, -0.46], [1.09, 0.70, 0.34], [-0.70, 4.81, 1.42], [-1.70, 4.50, -0.01], [-2.54, 4.31, 2.76], [-3.49, 3.94, 1.30], [-2.31, 2.08, 3.25], [-3.36, 1.67, 1.88], [-1.55, 0.90, 0.68], [-0.53, 1.18, 2.09], [1.27, 4.70, 0.06], [0.39, 4.40, -1.45]], "mulliken_charge": [-1.6335, 0.2985, -1.0604, 0.2388, 0.4579, -0.3004, 0.3947, -0.3281, -0.6416, -0.5956, -0.4796, -0.5975, -0.3390, 0.3733, 0.3377, 0.2574, 0.5767, 0.5933, 0.2198, 0.4743, 0.5472, 0.4963, 0.5553, 0.4576, -0.9115, -0.5406, 0.1856, 0.4587, 0.0853, -0.6658, -0.5563, -0.6193, -0.0497, -0.6723, 0.2988, 0.2882, 0.2512, 0.3275, 0.2338, 0.2985, 0.3546, 0.2835, 0.2759, 0.3008, 0.3161, -0.0970, 0.2015, 0.3492, 0.3003]}



{"formula": "C11H15NS", "method": "ωB97M-V/def2-TZVPD", "e_tot_ev": -23974.05087, "orbital_gap_ha": 0.33543, "max_force_ev_per_a": 3.5, "smiles": "CN1CC=C(Cc2ccsc2)CC1", "homo_energy_ev": -8.263, "species": ["C", "N", "C", "C", "C", "C", "C", "C", "C", "S", "C", "C", "C", "H", "H", "H", "H", "H", "H", "H", "H", "H", "H", "H", "H", "H", "H", "H"], "positions_angstrom": [[3.63, -1.35, 0.80], [3.39, -0.58, -0.42], [2.21, -1.11, -1.11], [0.90, -0.35, -0.71], [0.89, 0.76, 0.00], [-0.39, 1.40, 0.53], [-1.63, 0.59, 0.31], [-1.95, -0.61, 1.14], [-3.07, -1.24, 0.70], [-4.00, -0.26, -0.49], [-2.64, 0.91, -0.50], [2.16, 1.46, 0.43], [3.37, 0.88, -0.32], [4.54, -1.00, 1.35], [2.86, -1.42, 1.57], [3.86, -2.39, 0.51], [2.04, -2.17, -0.91], [2.35, -1.10, -2.19], [-0.06, -0.71, -1.13], [-0.48, 2.35, 0.06], [-0.43, 1.55, 1.58], [-1.35, -0.95, 1.95], [-3.40, -2.24, 0.93], [-2.69, 1.77, -1.21], [2.09, 2.54, 0.24], [2.27, 1.40, 1.53], [3.43, 1.23, -1.29], [4.28, 1.25, 0.25]], "mulliken_charge": [-0.9124, 0.0500, -1.1914, -0.0946, 0.2982, -0.9571, 0.1856, -0.7319, -0.2791, -0.1420, -0.2878, -0.5221, -1.0113, 0.2945, 0.3084, 0.3408, 0.4134, 0.3611, 0.4264, 0.4603, 0.3798, 0.3833, 0.4242, 0.3259, 0.3996, 0.3127, 0.4409, 0.3248]}



{"formula": "C5H11N", "method": "ωB97M-V/def2-TZVPD", "e_tot_ev": -6852.27577, "orbital_gap_ha": 0.35900, "max_force_ev_per_a": 0.2, "smiles": "CN1CC1(C)C", "homo_energy_ev": -8.707, "species": ["C", "N", "C", "C", "C", "C", "H", "H", "H", "H", "H", "H", "H", "H", "H", "H", "H"], "positions_angstrom": [[-1.25, -0.64, -1.50], [-0.78, -0.73, -0.14], [-1.11, 0.18, 0.93], [0.29, 0.06, 0.42], [1.33, -0.82, 1.08], [0.87, 1.29, -0.25], [-1.19, 0.34, -1.98], [-0.65, -1.35, -2.09], [-2.29, -0.99, -1.54], [-1.43, -0.28, 1.86], [-1.61, 1.13, 0.70], [1.90, -0.30, 1.86], [2.04, -1.16, 0.31], [0.85, -1.70, 1.50], [1.36, 1.91, 0.51], [1.64, 1.03, -0.99], [0.11, 1.91, -0.74]], "mulliken_charge": [-0.8120, -0.2606, -0.6262, 1.1543, -1.4177, -1.4951, 0.2900, 0.2635, 0.2921, 0.2360, 0.2915, 0.3402, 0.2900, 0.3767, 0.3937, 0.3119, 0.3716]}